The following is a DFT calculation (ωB97M-V/def2-TZVPD) of a structure of composition C23H24N9PPt.

Last column: Löwdin charge in e.
Positions of all 58 atoms, in Å:
Pt (11.644, 11.065, 8.921)  1.3080
C (14.470, 10.747, 13.596)  -0.0291
N (14.143, 10.417, 12.243)  -0.1101
C (14.847, 9.607, 11.365)  -0.0052
C (14.214, 9.644, 10.144)  -0.0962
N (13.115, 10.434, 10.235)  -0.1161
C (13.051, 10.940, 11.524)  -0.3751
P (11.763, 12.013, 12.216)  1.1601
C (11.797, 13.210, 10.848)  -0.3921
N (11.811, 12.929, 9.499)  -0.2116
C (11.813, 14.083, 8.800)  -0.0900
C (11.857, 15.134, 9.704)  0.0136
N (11.859, 14.591, 10.982)  -0.1153
C (11.901, 15.267, 12.228)  -0.0369
C (10.350, 11.039, 11.656)  -0.3847
N (10.035, 10.756, 10.341)  -0.0794
C (8.773, 10.261, 10.323)  -0.1083
C (8.253, 10.186, 11.598)  0.0212
N (9.220, 10.727, 12.453)  -0.1049
C (9.164, 10.843, 13.893)  -0.0270
H (15.348, 11.444, 13.651)  0.1242
H (14.768, 9.842, 14.144)  0.1117
H (13.619, 11.228, 14.093)  0.0682
H (15.700, 8.996, 11.653)  0.1438
H (14.488, 9.137, 9.226)  0.1081
H (11.805, 14.085, 7.725)  0.1191
H (11.928, 16.174, 9.465)  0.1339
H (12.018, 16.348, 12.074)  0.1130
H (12.767, 14.920, 12.833)  0.1078
H (10.978, 15.113, 12.809)  0.1072
H (8.320, 9.970, 9.387)  0.0792
H (7.316, 9.795, 11.930)  0.1347
H (8.224, 11.325, 14.207)  0.1112
H (10.011, 11.445, 14.270)  0.0690
H (9.211, 9.836, 14.382)  0.1197
C (12.615, 7.396, 7.161)  -0.0119
C (12.561, 8.764, 7.443)  -0.1270
N (11.494, 9.278, 8.102)  -0.2009
C (10.328, 8.596, 8.112)  -0.0518
C (10.373, 7.201, 8.040)  -0.1776
C (11.574, 6.604, 7.604)  0.0231
C (9.311, 6.350, 8.564)  -0.0121
C (7.992, 6.735, 8.729)  -0.0127
C (7.273, 7.616, 7.853)  -0.2941
C (7.359, 7.632, 6.448)  0.0176
C (6.563, 8.576, 5.835)  -0.0976
N (5.790, 9.448, 6.502)  0.1050
C (5.839, 9.371, 7.809)  -0.2308
N (6.485, 8.498, 8.533)  0.1157
H (13.459, 7.017, 6.625)  0.1196
H (13.369, 9.471, 7.241)  0.1150
H (9.442, 9.211, 8.207)  0.0922
H (11.649, 5.529, 7.594)  0.1310
H (9.630, 5.311, 8.758)  0.1314
H (7.426, 6.445, 9.613)  0.1269
H (7.999, 6.956, 5.883)  0.1273
H (6.569, 8.686, 4.747)  0.1238
H (5.260, 10.103, 8.355)  0.1161

Results
⟨S²⟩: 2.005
Charge: +2
Max |F|, eV Å⁻¹: 3.491
2S+1: 3
LUMO level (spin up / spin down), eV: -5.74 / -6.99
Calculated total energy, eV: -50170.2558
Highest occupied orbital energy (spin up / spin down), eV: -13.39 / -13.39


The following is a DFT calculation (ωB97M-V/def2-TZVPD) of a cluster of 2 separate species, C23H24NO2 in total.

Last column: Löwdin charge in e.
Positions of all 50 atoms, in Å:
C (4.418, 4.969, 1.508)  -0.0371
O (3.013, 4.957, 1.858)  -0.0574
C (2.214, 3.964, 1.401)  -0.2301
C (0.881, 3.924, 1.895)  0.0242
C (0.039, 2.893, 1.552)  0.0039
C (0.441, 1.880, 0.631)  -0.2060
C (-0.467, 0.899, 0.123)  0.0254
C (-0.184, 0.160, -1.033)  -0.0675
C (-0.916, -0.901, -1.566)  0.0443
C (-0.455, -1.736, -2.637)  -0.2122
C (-1.357, -2.625, -3.297)  -0.0045
C (-0.943, -3.453, -4.312)  0.0194
C (0.416, -3.458, -4.717)  -0.2323
O (0.784, -4.381, -5.642)  -0.0578
C (2.182, -4.458, -6.015)  -0.0406
C (1.325, -2.553, -4.110)  0.0059
C (0.890, -1.719, -3.097)  0.0000
C (1.784, 1.941, 0.152)  -0.0003
C (2.644, 2.963, 0.493)  0.0075
H (4.816, 5.806, 2.083)  0.0995
H (4.922, 4.037, 1.799)  0.1017
H (4.552, 5.149, 0.432)  0.1005
H (0.561, 4.732, 2.550)  0.1301
H (-0.970, 2.854, 1.960)  0.1224
H (-1.452, 0.822, 0.573)  0.0879
H (0.677, 0.476, -1.628)  0.0956
H (-1.911, -1.114, -1.174)  0.1326
H (-2.404, -2.624, -2.993)  0.1241
H (-1.623, -4.141, -4.809)  0.1306
H (2.225, -5.274, -6.736)  0.0995
H (2.515, -3.521, -6.483)  0.1005
H (2.815, -4.686, -5.146)  0.1011
H (2.370, -2.541, -4.423)  0.1111
H (1.606, -1.033, -2.637)  0.1140
H (2.145, 1.168, -0.526)  0.1121
H (3.646, 2.996, 0.061)  0.1153
C (-4.948, -0.262, 4.347)  -0.0528
C (-3.527, -0.336, 3.882)  -0.2524
C (-2.599, -0.989, 4.699)  -0.0247
C (-1.270, -1.074, 4.292)  -0.0373
C (-0.908, -0.498, 3.054)  -0.1306
N (-1.804, 0.116, 2.295)  -0.0045
C (-3.080, 0.211, 2.672)  -0.0821
H (-5.605, 0.266, 3.653)  0.0792
H (-5.367, -1.261, 4.492)  0.0883
H (-5.022, 0.245, 5.312)  0.0884
H (-2.935, -1.420, 5.645)  0.1259
H (-0.499, -1.567, 4.892)  0.1094
H (0.118, -0.535, 2.678)  0.1107
H (-3.756, 0.732, 1.997)  0.1188

Results
Charge: +1
Max |F|, eV Å⁻¹: 1.563
2S+1: 1
LUMO level, eV: -4.74
Calculated total energy, eV: -29817.5606
Highest occupied orbital energy, eV: -10.86


The following is a DFT calculation (ωB97M-V/def2-TZVPD) of a structure of composition C23H25BBrClN5O5RuS.

Last column: Löwdin charge in e.
Positions of all 63 atoms, in Å:
Ru (-0.580, 0.243, 0.274)  1.4331
B (-3.886, 1.427, 0.138)  -0.3847
N (-3.554, -0.090, 0.091)  -0.0609
C (-4.476, -1.053, -0.017)  -0.0788
C (-3.902, -2.267, 0.322)  -0.0487
C (-2.584, -1.949, 0.632)  -0.1290
N (-2.398, -0.633, 0.503)  -0.0891
N (-2.677, 2.282, -0.382)  -0.0457
C (-2.796, 3.554, -0.758)  -0.0712
C (-1.533, 4.115, -0.900)  -0.0352
C (-0.664, 3.087, -0.584)  -0.1141
N (-1.367, 1.985, -0.277)  -0.0939
H (-4.114, 1.753, 1.280)  0.0698
H (-4.821, 1.621, -0.596)  0.0713
H (-5.483, -0.803, -0.305)  0.1224
H (-4.368, -3.236, 0.337)  0.0936
H (-1.759, -2.580, 0.915)  0.1082
H (-3.775, 3.984, -0.883)  0.1275
H (-1.289, 5.119, -1.197)  0.0965
H (0.410, 3.050, -0.572)  0.0909
Cl (1.532, -1.815, 8.178)  0.6737
C (1.102, -1.392, 6.551)  -0.6614
C (0.567, -0.138, 6.296)  -0.0906
C (0.227, 0.195, 4.997)  0.0002
C (0.422, -0.721, 3.969)  -0.1364
C (0.957, -1.975, 4.240)  -0.0057
C (1.300, -2.317, 5.537)  -0.0930
C (0.059, -0.357, 2.582)  -0.5743
O (-0.416, 0.776, 2.298)  -0.0615
O (0.224, -1.185, 1.627)  -0.1117
H (0.421, 0.560, 7.108)  0.1078
H (-0.196, 1.163, 4.766)  0.1247
H (1.098, -2.677, 3.429)  0.1215
H (1.715, -3.288, 5.768)  0.1069
C (4.239, 1.844, 0.758)  -0.1158
C (3.872, 0.379, 0.592)  -0.3793
S (2.461, 0.026, -0.465)  0.9978
O (1.397, 1.022, 0.010)  -0.6119
C (3.041, 0.593, -2.090)  -0.3582
C (2.882, 2.075, -2.378)  -0.1096
H (4.884, 1.958, 1.629)  0.0805
H (3.345, 2.446, 0.917)  0.0778
H (4.775, 2.227, -0.106)  0.0644
H (3.568, -0.059, 1.545)  0.0863
H (4.690, -0.229, 0.200)  0.0925
H (2.452, 0.011, -2.792)  0.0692
H (4.076, 0.245, -2.156)  0.0943
H (1.899, 2.411, -2.060)  0.0475
H (2.940, 2.228, -3.455)  0.0879
H (3.649, 2.681, -1.902)  0.0618
Br (-1.661, -5.310, -4.125)  0.7380
C (-1.022, -3.559, -4.437)  -0.6674
C (-0.637, -3.188, -5.717)  -0.1892
N (-0.186, -1.971, -6.004)  0.0750
C (-0.109, -1.090, -5.011)  -0.0773
C (-0.465, -1.378, -3.700)  -0.1065
C (-0.938, -2.649, -3.402)  -0.0463
C (-0.340, -0.313, -2.643)  -0.5782
O (-0.535, -0.766, -1.448)  -0.1751
O (0.015, 0.819, -2.941)  0.0466
H (-0.698, -3.898, -6.533)  0.1014
H (0.246, -0.097, -5.257)  0.1199
H (-1.234, -2.899, -2.393)  0.1120

Results
⟨S²⟩: 0.754
Max |F|, eV Å⁻¹: 0.836
2S+1: 2
LUMO level (spin up / spin down), eV: 0.12 / -0.91
Calculated total energy, eV: -138605.9115
Highest occupied orbital energy (spin up / spin down), eV: -8.72 / -8.48


The following is a DFT calculation (ωB97M-V/def2-TZVPD) of a structure of composition C23H25BF4N.

Last column: Löwdin charge in e.
Positions of all 54 atoms, in Å:
F (-3.075, 0.574, 5.468)  0.0422
C (-2.785, -0.661, 6.013)  -0.2311
C (-3.859, -1.489, 6.305)  0.0694
C (-3.524, -2.699, 6.924)  -0.2339
F (-4.551, -3.556, 7.242)  0.0499
C (-2.219, -3.070, 7.220)  0.0156
C (-1.148, -2.223, 6.876)  -0.2014
C (0.204, -2.658, 7.386)  -0.0968
C (1.521, -2.033, 6.967)  -0.1792
C (2.605, -2.918, 6.922)  0.0269
C (3.860, -2.463, 6.556)  -0.2270
F (4.901, -3.354, 6.487)  0.0575
C (4.123, -1.128, 6.239)  0.0777
C (3.055, -0.257, 6.408)  -0.2247
F (3.287, 1.095, 6.244)  0.0378
C (1.758, -0.660, 6.761)  0.0177
C (-1.445, -1.007, 6.234)  0.0270
H (-4.879, -1.247, 6.006)  0.1405
H (-2.019, -4.018, 7.734)  0.1379
H (0.276, -3.746, 7.165)  0.1332
H (2.464, -3.977, 7.135)  0.1329
H (5.116, -0.776, 5.969)  0.1403
H (0.986, 0.102, 6.861)  0.0908
H (-0.664, -0.324, 5.915)  0.1070
C (-2.831, -0.924, 11.419)  -0.0523
C (-2.161, -0.177, 10.270)  -0.1540
N (-0.804, 0.432, 10.598)  -0.1395
C (-0.314, 1.125, 9.334)  -0.1562
C (1.046, 1.802, 9.454)  -0.0535
C (-0.802, 1.283, 11.801)  -0.2366
C (-1.548, 2.455, 11.933)  0.0333
C (-1.448, 3.165, 13.146)  -0.0263
C (-0.621, 2.708, 14.160)  -0.0318
C (0.122, 1.528, 13.985)  0.0030
C (0.017, 0.821, 12.798)  -0.0195
B (0.305, -0.608, 11.326)  -0.0282
H (0.119, -2.632, 8.459)  0.1152
H (-3.860, -1.130, 11.093)  0.0972
H (-2.339, -1.888, 11.604)  0.0758
H (-2.883, -0.354, 12.357)  0.0910
H (-1.999, -0.865, 9.422)  0.1243
H (-2.787, 0.656, 9.906)  0.1346
H (-0.273, 0.339, 8.558)  0.1035
H (-1.108, 1.836, 9.043)  0.1369
H (1.151, 2.475, 8.592)  0.0988
H (1.175, 2.403, 10.364)  0.0915
H (1.851, 1.060, 9.390)  0.0716
H (-2.196, 2.823, 11.133)  0.1343
H (-2.032, 4.080, 13.287)  0.1269
H (-0.523, 3.242, 15.102)  0.1241
H (0.792, 1.103, 14.715)  0.1265
H (0.629, -0.135, 12.682)  0.1296
H (1.362, -0.500, 10.787)  0.0862
H (-0.209, -1.650, 11.591)  0.0833

Results
Charge: +1
Max |F|, eV Å⁻¹: 3.267
2S+1: 1
LUMO level, eV: -2.91
Calculated total energy, eV: -37285.2767
Highest occupied orbital energy, eV: -11.90